<1>
Density functional theory data (ωB97M-V with the def2-TZVPD basis set) for 2 unconnected molecules or ions with the total composition C10H15NO2S.

Its molar mass is 213.30 g mol⁻¹. For the HOMO-LUMO gap, the calculation gives 8.75 eV.

Last column: Löwdin charge in e.
Geometry (Å):
C (-0.364, -0.726, 1.626)  -0.038
C (-1.437, 0.131, 1.481)  -0.099
C (0.729, -0.649, 0.807)  -0.200
C (0.722, 0.317, -0.209)  -0.107
C (-0.368, 1.212, -0.291)  -0.007
C (1.646, 0.487, -1.358)  -0.159
C (3.034, -0.753, 1.029)  -0.171
C (3.516, -0.592, -0.388)  -0.170
C (-1.462, 1.165, 0.568)  -0.328
C (-2.631, 2.093, 0.419)  -0.048
N (-2.625, -0.411, -1.443)  -0.482
O (1.827, -1.486, 1.156)  -0.044
O (3.044, 0.564, -1.081)  -0.121
S (-3.147, -1.708, -0.729)  0.757
H (-0.438, -1.578, 2.316)  0.131
H (-2.298, -0.071, 2.134)  0.124
H (-0.349, 1.935, -1.111)  0.120
H (-2.710, -2.958, -1.595)  -0.015
H (1.549, -0.204, -2.218)  0.147
H (1.359, 1.403, -1.791)  0.097
H (3.733, -1.292, 1.655)  0.135
H (2.899, 0.212, 1.334)  0.104
H (4.579, -0.567, -0.589)  0.131
H (3.050, -1.456, -0.829)  0.121
H (-3.545, 1.549, 0.316)  0.057
H (-2.382, 2.722, -0.465)  0.093
H (-2.614, 2.588, 1.395)  0.086
H (-3.290, 0.060, -2.061)  -0.015
H (-2.027, -1.987, -0.077)  -0.097

***

<2>
Density functional theory data (ωB97M-V with the def2-TZVPD basis set) for C10H15NO2S in the gas phase.

Its molar mass is 213.30 g mol⁻¹. Its SMILES is CC1=CC=C[C@@H](S(=O)(=O)N2CC2)[C@@H]1C. For the HOMO-LUMO gap, the calculation gives 9.33 eV.

Last column: Löwdin charge in e.
Geometry (Å):
C (-3.662, 0.382, -0.531)  -0.042
C (-2.452, -0.419, -0.212)  -0.222
C (-2.454, -1.409, 0.669)  -0.065
C (-1.208, -2.190, 1.001)  -0.076
C (-0.005, -1.670, 0.685)  -0.107
C (0.117, -0.359, -0.001)  -0.272
S (1.895, -0.258, -0.704)  0.690
O (2.456, -1.501, -0.245)  -0.338
O (2.003, -0.030, -2.104)  -0.280
N (2.616, 1.032, 0.088)  -0.180
C (4.058, 0.882, 0.555)  -0.076
C (2.964, 0.895, 1.453)  -0.242
C (-1.091, -0.040, -0.883)  -0.254
C (-0.877, 1.436, -1.271)  -0.050
H (-4.376, -0.219, -0.984)  0.065
H (-3.491, 1.354, -1.007)  0.078
H (-4.150, 0.714, 0.328)  0.063
H (-3.453, -1.850, 1.127)  0.147
H (-1.234, -3.242, 1.425)  0.118
H (1.033, -2.209, 0.754)  0.127
H (0.222, 0.382, 0.745)  0.108
H (4.748, 1.774, 0.416)  0.144
H (4.351, -0.140, 0.325)  0.105
H (2.543, 0.117, 2.010)  0.097
H (2.755, 1.763, 2.123)  0.130
H (-1.071, -0.571, -1.759)  0.122
H (0.138, 1.508, -1.732)  0.080
H (-0.703, 1.952, -0.407)  0.046
H (-1.672, 1.916, -1.865)  0.085

***

Of them, <1> has the lowest stability.

***

<1>
Density functional theory data (ωB97M-V with the def2-TZVPD basis set) for 8 unconnected molecules or ions with the total composition C20H27Cl6F3O15.

Its molar mass is 777.13 g mol⁻¹. Its SMILES is O=C1OC[C@@H](F)O1.O=C1OC[C@@H](F)O1.O=C1OC[C@@H](F)O1.C[C@H]1COC(=O)O1.C[C@H]1COC(=O)O1.ClCCl.ClCCl.ClCCl. For the HOMO-LUMO gap, the calculation gives 10.22 eV.

Last column: Löwdin charge in e.
Geometry (Å):
O (30.343, -39.856, 3.007)  0.184
C (31.077, -39.279, 3.725)  -0.559
O (32.193, -39.827, 4.274)  0.063
C (32.857, -38.797, 5.053)  -0.044
C (32.193, -37.533, 4.528)  -0.298
F (32.809, -37.153, 3.359)  0.052
O (30.906, -38.023, 4.216)  0.111
H (32.801, -39.028, 6.112)  0.142
H (33.898, -38.817, 4.730)  0.097
H (32.191, -36.663, 5.179)  0.138
O (25.849, -40.201, 8.309)  0.173
C (26.445, -40.430, 7.317)  -0.597
O (26.435, -39.680, 6.201)  0.057
C (27.434, -40.171, 5.302)  -0.047
C (27.917, -41.477, 5.917)  -0.281
F (29.283, -41.432, 6.122)  0.040
O (27.232, -41.527, 7.137)  0.129
H (27.055, -40.189, 4.284)  0.145
H (28.271, -39.468, 5.308)  0.120
H (27.715, -42.395, 5.378)  0.168
O (32.322, -35.002, 6.780)  0.178
C (32.750, -34.644, 7.811)  -0.550
O (32.006, -33.997, 8.736)  0.081
C (32.837, -33.615, 9.822)  -0.047
C (34.190, -34.281, 9.528)  -0.262
F (34.462, -35.249, 10.499)  0.030
O (33.986, -34.896, 8.289)  0.146
H (32.989, -32.537, 9.900)  0.139
H (32.423, -33.968, 10.763)  0.143
H (35.075, -33.651, 9.576)  0.167
C (30.005, -34.506, 3.190)  -0.018
C (30.005, -33.740, 1.870)  -0.309
C (30.342, -32.250, 2.021)  -0.076
O (31.114, -32.000, 0.823)  0.050
C (31.533, -33.172, 0.283)  -0.562
O (32.195, -33.262, -0.685)  0.180
O (31.121, -34.209, 1.079)  0.062
H (30.841, -34.126, 3.778)  0.083
H (30.158, -35.566, 3.018)  0.078
H (29.058, -34.209, 3.640)  0.081
H (29.068, -33.895, 1.330)  0.156
H (30.941, -32.053, 2.915)  0.129
H (29.524, -31.535, 2.000)  0.132
C (32.161, -45.501, 2.330)  -0.023
C (31.547, -44.162, 2.695)  -0.315
C (31.777, -43.042, 1.667)  -0.070
O (30.471, -42.859, 1.095)  0.047
C (29.544, -43.511, 1.832)  -0.571
O (28.392, -43.239, 1.779)  0.159
O (30.120, -44.257, 2.795)  0.084
H (33.236, -45.354, 2.217)  0.088
H (31.674, -45.889, 1.437)  0.096
H (32.036, -46.198, 3.158)  0.085
H (31.912, -43.832, 3.670)  0.152
H (32.473, -43.419, 0.916)  0.128
H (32.091, -42.084, 2.058)  0.119
Cl (35.890, -36.857, 4.828)  0.543
C (36.970, -35.465, 4.820)  -1.006
Cl (36.784, -34.515, 3.328)  0.505
H (36.676, -34.844, 5.654)  0.015
H (38.004, -35.776, 4.846)  0.023
Cl (29.875, -37.783, -0.297)  0.521
C (29.947, -39.491, -0.705)  -1.039
Cl (28.354, -40.191, -1.050)  0.506
H (30.486, -39.648, -1.632)  0.018
H (30.461, -40.046, 0.071)  0.007
Cl (28.436, -35.340, 6.700)  0.544
C (29.402, -36.438, 7.681)  -1.047
Cl (28.581, -37.921, 8.142)  0.610
H (30.275, -36.731, 7.107)  -0.004
H (29.791, -35.892, 8.533)  0.021

***

<2>
Density functional theory data (ωB97M-V with the def2-TZVPD basis set) for 8 unconnected molecules or ions with the total composition C20H27Cl6F3O15.

Its molar mass is 777.13 g mol⁻¹. Its SMILES is O=C1OC[C@@H](F)O1.O=C1OC[C@@H](F)O1.O=C1OC[C@@H](F)O1.C[C@H]1COC(=O)O1.C[C@H]1COC(=O)O1.ClCCl.ClCCl.ClCCl. For the HOMO-LUMO gap, the calculation gives 10.84 eV.

Last column: Löwdin charge in e.
Geometry (Å):
O (29.369, -25.497, -26.696)  0.112
C (28.686, -26.531, -26.513)  -0.464
O (28.657, -27.639, -27.267)  0.099
C (27.834, -28.587, -26.632)  -0.084
C (27.599, -28.144, -25.238)  -0.345
F (28.393, -28.828, -24.441)  0.102
O (27.922, -26.763, -25.387)  0.114
H (26.905, -28.732, -27.183)  0.147
H (28.357, -29.539, -26.542)  0.147
H (26.590, -28.299, -24.855)  0.174
O (26.005, -35.015, -29.810)  0.135
C (26.200, -34.902, -28.592)  -0.491
O (26.512, -35.957, -27.760)  0.062
C (26.438, -35.529, -26.436)  -0.100
C (26.894, -34.083, -26.564)  -0.234
F (28.270, -34.024, -26.399)  0.045
O (26.467, -33.790, -27.918)  0.133
H (25.429, -35.510, -26.026)  0.137
H (27.020, -36.157, -25.761)  0.146
H (26.429, -33.408, -25.845)  0.167
O (25.711, -32.061, -21.914)  0.091
C (24.474, -32.268, -21.750)  -0.503
O (23.583, -31.336, -21.429)  0.089
C (22.417, -31.969, -20.954)  -0.060
C (22.471, -33.332, -21.603)  -0.309
F (21.763, -33.294, -22.728)  0.093
O (23.841, -33.433, -21.956)  0.135
H (22.438, -32.019, -19.866)  0.144
H (21.506, -31.442, -21.236)  0.143
H (22.184, -34.204, -21.015)  0.175
C (18.897, -28.488, -24.872)  -0.024
C (20.173, -28.457, -25.778)  -0.241
C (21.412, -27.908, -25.067)  -0.081
O (22.372, -28.786, -25.667)  0.030
C (21.798, -29.952, -26.090)  -0.577
O (22.374, -30.878, -26.649)  0.120
O (20.502, -29.865, -26.141)  0.109
H (18.595, -27.559, -24.389)  0.080
H (18.760, -29.179, -24.041)  0.080
H (18.164, -28.739, -25.638)  0.076
H (19.993, -27.816, -26.641)  0.153
H (21.507, -28.134, -24.005)  0.136
H (21.637, -26.881, -25.355)  0.140
C (28.224, -36.387, -15.994)  -0.025
C (27.117, -35.364, -16.235)  -0.367
C (27.143, -34.554, -17.537)  -0.067
O (25.746, -34.508, -17.863)  0.052
C (25.074, -35.471, -17.149)  -0.511
O (23.921, -35.770, -17.127)  0.165
O (25.980, -36.152, -16.376)  0.063
H (27.916, -37.006, -15.152)  0.090
H (29.189, -35.904, -15.846)  0.088
H (28.291, -37.042, -16.863)  0.087
H (27.098, -34.785, -15.311)  0.152
H (27.726, -35.177, -18.215)  0.134
H (27.513, -33.535, -17.422)  0.140
Cl (19.321, -28.003, -19.924)  0.488
C (17.985, -28.625, -18.963)  -1.057
Cl (17.534, -30.155, -19.662)  0.503
H (18.387, -28.769, -17.960)  0.026
H (17.084, -28.016, -18.891)  0.037
Cl (25.466, -26.312, -21.054)  0.455
C (27.137, -26.728, -20.460)  -1.043
Cl (27.445, -26.350, -18.805)  0.536
H (27.454, -27.755, -20.639)  0.032
H (27.868, -26.133, -21.007)  0.020
Cl (15.478, -35.138, -25.314)  0.460
C (16.873, -34.075, -25.697)  -0.946
Cl (17.405, -34.509, -27.393)  0.439
H (16.598, -33.020, -25.686)  0.025
H (17.659, -34.302, -24.976)  0.022

***

Of them, <2> has the lowest stability.